C6H10N2 in the gas phase at a distorted geometry, computed with ωB97M-V/def2-TZVPD.

XYZ file:
```
18
Properties=species:S:1:pos:R:3:lowdin_charge:R:1
N -0.376 -0.490 -0.838 -0.1323
N -2.165 -0.989 0.835 0.1043
C 1.626 0.188 2.076 0.0267
C 0.825 0.321 1.068 -0.0417
C -1.282 -1.295 0.002 -0.2566
C 0.065 0.548 0.022 -0.3706
C -0.507 1.900 -0.312 -0.0288
C 0.602 -1.087 -1.715 -0.0706
H 0.117 -1.890 -2.271 0.0837
H -1.593 1.844 -0.380 0.0794
H 2.693 0.345 1.990 0.0591
H 1.000 -0.323 -2.397 0.0935
H -0.135 2.209 -1.290 0.0783
H -0.216 2.646 0.424 0.0799
H -2.037 -0.100 1.320 0.0481
H 1.258 -0.026 3.069 0.0582
H 1.448 -1.516 -1.166 0.0845
H -1.321 -2.285 -0.437 0.1047
```

Orbital gap, Ha: 0.370
Electronic energy, Ha: -344.030999
LUMO level, hartree: 0.0341
Charge: 0
SMILES: [H]/N=C\N(C)C(C)=C=C

=====

C6H10N2 in the gas phase at a distorted geometry, computed with ωB97M-V/def2-TZVPD.

XYZ file:
```
18
Properties=species:S:1:pos:R:3:lowdin_charge:R:1
N 0.979 0.708 -0.305 -0.0973
N -1.024 -0.642 -0.442 -0.0928
C -0.193 1.690 -0.211 -0.0773
C -1.137 0.590 0.178 -0.4093
C 0.186 -1.408 -0.242 -0.1616
C -2.462 -0.175 -0.021 0.0533
C 2.212 0.019 -0.203 -0.1404
C 1.068 -0.446 0.520 -0.3489
H 0.581 -2.004 -1.093 0.1174
H 2.742 0.580 0.565 0.0968
H 1.401 -0.685 1.587 0.1659
H -2.969 -0.377 0.899 0.0792
H -0.924 0.426 1.207 0.1051
H 2.829 -0.610 -1.102 0.1759
H -0.105 -2.318 0.343 0.1108
H -0.192 2.250 -1.388 0.1802
H -2.855 -0.043 -1.047 0.1029
H -0.137 2.445 0.756 0.1400
```

Orbital gap, Ha: 0.329
Electronic energy, Ha: -343.816391
LUMO level, hartree: 0.0387
Charge: 0

=====

C6H10N2 in the gas phase at a distorted geometry, computed with ωB97M-V/def2-TZVPD.

XYZ file:
```
18
Properties=species:S:1:pos:R:3:lowdin_charge:R:1
N 0.054 0.870 -0.602 -0.0024
N 0.429 2.002 1.434 -0.0038
C -0.868 0.311 0.361 -0.2120
C -0.032 -0.495 -0.415 -0.6023
C 1.199 -1.122 0.033 -0.0665
C 0.822 1.789 0.258 -0.2085
C -0.675 -1.145 -1.849 0.0117
C -0.829 1.183 1.718 -0.0893
H -1.810 -0.833 -1.945 0.0913
H -1.959 0.081 -0.240 0.1725
H 1.386 -0.565 1.107 0.1360
H 1.913 2.058 -0.275 0.1726
H 1.163 -2.266 0.419 0.1128
H -0.853 -2.204 -1.301 0.1139
H 2.054 -1.440 -0.612 0.0834
H -1.661 1.918 1.702 0.1032
H 0.006 -0.935 -2.585 0.0247
H -0.340 0.792 2.791 0.1627
```

Orbital gap, Ha: 0.356
Electronic energy, Ha: -343.901996
LUMO level, hartree: 0.0322
Charge: 0
SMILES: CC1(C)[C@H]2CN=CN21

=====

A gas-phase ion, C6H10N2 (charge +2) at a distorted geometry, computed with ωB97M-V/def2-TZVPD.

XYZ file:
```
18
Properties=species:S:1:pos:R:3:lowdin_charge:R:1
N -2.412 -0.701 0.655 0.3749
N 0.042 -0.215 0.375 -0.0018
C -0.161 0.567 -1.761 0.1456
C 2.134 0.665 -0.546 0.0804
C 0.767 0.408 -0.609 -0.0919
C -1.311 -0.311 0.044 -0.1599
C -1.363 0.054 -1.319 0.0750
C 0.535 -0.395 1.743 0.0377
H -3.283 -0.503 0.176 0.1741
H 0.771 0.642 2.188 0.1587
H 1.470 -1.005 1.672 0.1244
H 2.591 0.291 0.303 0.0863
H 2.465 1.726 -0.727 0.1965
H -2.584 -1.144 1.517 0.1577
H 2.692 0.426 -1.447 0.1631
H -0.077 -1.104 2.341 0.1213
H -2.392 -0.052 -1.746 0.1721
H 0.116 0.650 -2.858 0.1857
```

Orbital gap, Ha: 0.289
Electronic energy, Ha: -343.393475
LUMO level, hartree: -0.4381
Charge: +2

=====

C6H10N2O in the gas phase at a distorted geometry, computed with ωB97M-V/def2-TZVPD.

XYZ file:
```
19
Properties=species:S:1:pos:R:3:lowdin_charge:R:1
O 0.771 -2.012 1.654 0.0388
N -1.007 -0.341 1.298 0.0968
N -1.186 1.000 0.562 -0.1072
C -2.211 0.788 -0.443 -0.1443
C 1.674 -1.180 -0.957 -0.0565
C 0.890 -0.519 -0.004 -0.4030
C 0.228 -1.037 1.065 -0.4432
C 1.298 0.887 0.423 -0.0100
C -0.012 0.854 -0.256 -0.2212
H 1.241 -1.717 -1.905 0.1019
H 0.963 1.296 1.354 0.1321
H 2.213 -2.226 -0.469 0.1534
H 2.066 1.250 -0.018 0.0448
H -2.154 1.360 -1.361 0.0529
H -1.521 -0.208 2.273 0.1956
H -3.345 1.289 -0.043 0.1419
H -0.194 1.221 -1.304 0.1513
H 2.698 -0.380 -1.248 0.1711
H -2.413 -0.326 -0.620 0.1048
```

Orbital gap, Ha: 0.358
Electronic energy, Ha: -419.156697
LUMO level, hartree: 0.0314
Charge: 0
SMILES: CN1NC(=O)[C@]2(C)C[C@H]12

=====

C6H10N2O in the gas phase at a distorted geometry, computed with ωB97M-V/def2-TZVPD.

XYZ file:
```
19
Properties=species:S:1:pos:R:3:lowdin_charge:R:1
O 1.129 1.559 -0.231 -0.1066
N -1.834 -0.683 -0.863 0.0393
N 1.310 -0.385 1.393 0.0860
C 1.346 0.263 -0.900 -0.2219
C 0.643 -0.610 0.075 -0.3616
C -0.730 -0.112 -0.149 -0.4132
C -0.313 1.379 -0.031 -0.1502
C 1.862 -1.105 -0.720 0.0112
C -2.091 -0.354 0.505 -0.1179
H -2.890 0.474 0.561 0.1315
H -0.558 1.829 1.034 0.1394
H 1.163 0.568 1.687 0.0657
H -2.195 -1.252 1.234 0.1300
H 0.696 0.261 -1.855 0.1730
H 2.772 -1.255 -0.156 0.0983
H -0.924 2.278 -0.566 0.1599
H 0.980 -1.084 2.061 0.0914
H -2.121 0.077 -1.512 0.1191
H 1.757 -1.847 -1.568 0.1265
```

Orbital gap, Ha: 0.364
Electronic energy, Ha: -419.122699
LUMO level, hartree: 0.0344
Charge: 0
SMILES: N[C@]12C[C@@H]1OC[C@]21CN1

=====

C6H10N2O in the gas phase, computed with ωB97M-V/def2-TZVPD.

XYZ file:
```
19
Properties=species:S:1:pos:R:3:lowdin_charge:R:1
O 1.127 -2.519 -1.162 -0.0035
N 0.268 1.009 -1.789 0.0924
N -1.463 -1.441 0.023 0.1648
C -0.643 -0.472 -0.052 -0.3161
C -0.578 0.465 1.090 -0.3143
C 0.749 1.109 1.393 -0.0560
C 1.071 -1.244 -1.641 -0.1423
C 0.294 -0.252 -1.180 -0.3076
C -1.664 0.689 1.820 0.0762
H 0.504 -2.620 -0.428 0.0818
H -1.651 1.348 2.671 0.0669
H 1.572 0.446 1.140 0.0834
H -0.045 1.754 -1.184 0.0766
H 1.104 1.244 -2.302 0.0902
H -2.596 0.213 1.572 0.0617
H 0.807 1.358 2.450 0.0799
H 0.874 2.032 0.831 0.0727
H -1.506 -2.029 -0.808 0.0713
H 1.777 -1.089 -2.443 0.1220
```

Orbital gap, Ha: 0.310
Electronic energy, Ha: -419.319179
LUMO level, hartree: 0.0222
Charge: 0
SMILES: [H]/N=C(C(=C)C)\C(N)=C/O

=====

C6H10N2O in the gas phase at a distorted geometry, computed with ωB97M-V/def2-TZVPD.

XYZ file:
```
19
Properties=species:S:1:pos:R:3:lowdin_charge:R:1
O -0.692 -1.845 -0.442 0.0645
N -0.986 1.876 -0.376 0.0556
N 1.206 1.655 -0.863 0.1573
C -1.837 1.309 -1.163 0.0245
C 0.340 -1.267 -0.091 -0.3997
C 0.307 0.019 0.711 -0.2628
C -0.781 -0.031 1.779 -0.0574
C 1.695 -1.778 -0.511 -0.0080
C 0.190 1.209 -0.209 -0.4637
H -0.805 0.899 2.357 0.0871
H 0.865 2.481 -1.372 0.0586
H 2.154 -1.080 -1.214 0.0867
H -2.814 1.786 -1.342 0.0804
H 1.585 -2.752 -0.997 0.0858
H 2.331 -1.901 0.369 0.0878
H -0.602 -0.860 2.472 0.0884
H 1.269 0.106 1.234 0.1452
H -1.650 0.355 -1.688 0.0925
H -1.776 -0.181 1.345 0.0772
```

Orbital gap, Ha: 0.377
Electronic energy, Ha: -419.336902
LUMO level, hartree: 0.0190
Charge: 0
SMILES: [H]/N=C(\N=C)[C@@H](C)C(C)=O

=====

C6H10N2O in the gas phase at a distorted geometry, computed with ωB97M-V/def2-TZVPD.

XYZ file:
```
19
Properties=species:S:1:pos:R:3:lowdin_charge:R:1
O -1.338 -0.484 -1.885 0.0324
N -0.895 -0.939 0.446 0.1183
N 1.057 0.903 0.160 0.0833
C 0.574 -2.840 0.940 0.0153
C 0.428 -1.342 0.408 -0.2908
C -0.203 2.978 -0.014 -0.1029
C -1.572 -0.535 -0.524 -0.2513
C 0.089 1.516 -0.365 -0.3475
C 1.349 -0.461 0.112 -0.0929
H 2.391 -0.659 0.117 0.1025
H -0.450 -0.732 -2.112 0.0926
H 0.425 3.316 0.831 0.0684
H -1.297 3.008 0.281 0.0725
H -2.582 -0.175 -0.328 0.1409
H -0.386 -3.115 1.271 0.0518
H -0.656 1.391 -1.214 0.1145
H 1.310 -2.784 1.803 0.1067
H 0.862 -3.251 0.050 0.0355
H -0.146 3.527 -0.944 0.0509
```

Spin multiplicity: 3
Orbital gap (spin up / spin down), Ha: 0.189 / 0.278
Electronic energy, Ha: -419.135511
⟨S²⟩: 2.02
LUMO level (spin up / spin down), hartree: 0.0270 / -0.0661
Charge: 0

=====

A molecular structure, C6H10N2O2 at a distorted geometry, computed with ωB97M-V/def2-TZVPD.

XYZ file:
```
20
Properties=species:S:1:pos:R:3:lowdin_charge:R:1
O 2.120 1.102 1.105 0.0755
O 2.515 -0.855 0.104 0.0429
N -0.751 -0.286 0.182 -0.0703
N 0.064 1.563 -0.933 0.0915
C -0.817 2.052 -0.139 -0.0634
C 2.025 0.199 0.340 -0.6265
C -0.201 -1.224 1.291 0.0372
C -1.420 0.871 0.692 -0.1119
C 0.348 0.277 -0.699 -0.3959
C 0.613 -0.573 -1.994 -0.0077
H -1.400 -0.982 -0.239 0.1814
H 1.194 -0.077 -2.661 0.0376
H -2.495 0.741 0.579 0.1258
H 1.292 -1.502 -1.781 0.1158
H -0.326 -0.807 -2.414 0.0511
H 0.062 -0.685 2.280 0.1450
H 0.557 -1.735 0.879 0.0340
H -1.259 0.773 1.727 0.0952
H -1.120 3.115 0.122 0.1300
H -1.000 -1.969 1.557 0.1127
```

Orbital gap, Ha: 0.293
Electronic energy, Ha: -494.505608
LUMO level, hartree: 0.0050
Charge: 0

=====

2 unconnected molecules or ions with the total composition C6H10N2O2 at a distorted geometry, computed with ωB97M-V/def2-TZVPD.

XYZ file:
```
20
Properties=species:S:1:pos:R:3:lowdin_charge:R:1
O 1.348 1.813 0.974 0.0881
O -2.148 1.080 0.684 0.0963
N -0.380 0.587 -0.703 -0.0523
N 0.631 -1.924 1.378 0.1473
C -0.492 1.850 -1.432 -0.0598
C 2.493 -0.308 0.596 -0.0195
C -1.967 -1.212 0.055 -0.0197
C 1.164 -0.855 1.002 -0.2781
C 1.345 0.676 0.574 -0.3587
C -1.471 0.209 0.193 -0.4555
H 1.275 -2.718 1.471 0.0704
H -0.927 1.679 -2.417 0.0879
H 3.236 -0.230 1.388 0.1186
H -1.475 -1.789 -0.725 0.0745
H -1.087 2.539 -0.840 0.0885
H -3.046 -1.204 -0.109 0.0892
H -1.881 -1.696 1.025 0.0702
H -0.019 -0.191 -1.246 0.1269
H 0.481 2.331 -1.518 0.0807
H 2.917 -0.637 -0.350 0.1051
```

Orbital gap, Ha: 0.315
Electronic energy, Ha: -494.462793
LUMO level, hartree: 0.0028
Charge: 0
SMILES: [H]/N=C1\CC1=O.CNC(C)=O

=====

2 unconnected molecules or ions with the total composition C6H10N2O2 at a distorted geometry, computed with ωB97M-V/def2-TZVPD.

XYZ file:
```
20
Properties=species:S:1:pos:R:3:lowdin_charge:R:1
O 0.554 1.289 -0.143 0.1400
O -0.074 -0.444 -1.404 0.2699
N 2.299 -0.558 2.996 0.4405
N 0.072 -3.060 1.856 0.0995
C -1.371 2.098 -1.537 -0.0285
C 0.076 2.320 -1.126 -0.0658
C -0.163 -3.937 2.536 0.0868
C 1.309 -0.882 0.666 0.0123
C 0.582 0.085 -0.352 -0.2198
C 1.910 -0.597 1.907 0.0636
H -1.388 1.417 -2.395 0.0932
H 0.229 3.167 -0.472 0.1375
H 2.697 -0.647 3.925 0.1886
H -1.944 1.757 -0.723 0.0766
H 0.825 2.344 -1.936 0.1595
H -0.259 -4.773 3.126 0.0748
H 0.630 -1.672 1.011 0.0543
H 0.021 -1.327 -1.513 0.1066
H 1.999 -1.434 0.043 0.1752
H -1.808 3.127 -1.707 0.1352
```

Orbital gap, Ha: 0.419
Electronic energy, Ha: -493.856695
LUMO level, hartree: -0.3098
Charge: +2

=====

A molecular structure, C6H10N2O2S2 at a distorted geometry, computed with ωB97M-V/def2-TZVPD.

XYZ file:
```
22
Properties=species:S:1:pos:R:3:lowdin_charge:R:1
S -0.525 -1.196 -4.089 0.8221
S 2.610 -0.678 -3.021 0.9127
O -0.282 -1.137 -5.529 -0.4934
O 3.053 -1.680 -3.920 -0.4379
N 0.170 -0.121 -3.318 -0.3525
N 2.242 -1.242 -1.654 -0.2472
C 0.297 0.625 1.155 -0.1430
C -1.067 0.116 0.608 -0.1705
C 1.348 -0.357 -1.021 -0.5299
C 1.356 -0.418 0.575 -0.1045
C -0.026 -0.611 -1.464 -0.2371
C -1.189 0.134 -0.959 -0.1914
H -1.767 0.789 0.985 0.0781
H -1.206 1.145 -1.357 0.1184
H 1.600 0.720 -1.481 0.1497
H -0.417 -1.702 -1.450 0.1519
H -1.303 -0.947 0.937 0.1391
H 0.310 0.641 2.274 0.1164
H 2.408 -0.310 0.785 0.0976
H 1.223 -1.476 0.736 0.1056
H -2.115 -0.331 -1.307 0.1150
H 0.563 1.624 0.857 0.1007
```

Orbital gap, Ha: 0.329
Electronic energy, Ha: -1290.847219
LUMO level, hartree: -0.0305
Charge: 0

=====

C6H10N2O5 in the gas phase at a distorted geometry, computed with ωB97M-V/def2-TZVPD.

XYZ file:
```
23
Properties=species:S:1:pos:R:3:lowdin_charge:R:1
O -3.718 1.039 0.264 0.1825
O 0.911 2.687 -0.318 0.1460
O -3.218 -0.874 -0.739 0.1133
O 0.751 -2.604 -0.264 0.0341
O 2.126 1.080 -1.266 0.0546
N -0.818 -1.038 -0.050 0.1053
N 2.757 -1.002 -0.013 -0.0105
C 0.473 -1.432 0.003 -0.3874
C -2.915 0.053 -0.022 -0.4851
C 1.610 0.894 1.061 -0.0329
C 1.482 1.697 -0.256 -0.6053
C 1.570 -0.641 0.850 -0.1830
C -1.445 0.140 0.553 -0.0406
H -1.414 -1.715 -0.503 0.1370
H 3.614 -1.151 0.542 0.1146
H -1.579 0.142 1.556 0.0947
H -3.196 1.690 0.677 0.0968
H 2.512 0.149 -0.918 0.0560
H 0.913 1.283 1.706 0.0840
H 2.712 -2.028 -0.396 0.1492
H -1.061 1.145 0.220 0.1397
H 2.573 1.140 1.393 0.1104
H 1.884 -1.272 1.633 0.1266
```

Orbital gap, Ha: 0.381
Electronic energy, Ha: -720.332478
LUMO level, hartree: 0.0086
Charge: 0
SMILES: N[C@@H](CC(=O)O)C(=O)NCC(=O)O